# 1
C47H75BClF3N15O3 | ωB97M-V/def2-TZVPD

The value obtained for the total energy is -99792.337 eV. Its multiplicity is 1. Its LUMO energy is -2.890 eV. The max |F| is 2.89 eV Å⁻¹. The charge is +1.

Last column: Löwdin charge in e.
Geometry (Å):
1 H 5.39661 7.24406 -2.97320  0.0895
2 H -2.65296 1.09832 -3.25279  0.1475
3 H 6.36795 -5.48394 5.23955  0.0899
4 C 6.30124 -5.10607 4.22099  -0.0509
5 C -0.85805 2.01177 -1.33715  0.0564
6 H 1.17129 -0.01534 1.84332  0.1222
7 C 7.04852 -3.86571 4.08817  -0.2654
8 H -1.66581 -6.77520 -6.58500  0.0785
9 N 1.83899 5.71993 3.70325  0.1482
10 N -3.54977 -4.30503 6.77486  0.1310
11 F -0.84647 -0.59305 3.32658  0.1463
12 H 2.55182 3.77507 -4.84295  0.0483
13 H -8.17752 -6.59002 -4.85155  0.0826
14 C -1.28964 2.14920 -4.61256  -0.1469
15 H 3.57039 -1.14541 -1.79973  0.0603
16 H 0.18491 4.71570 1.85099  0.0575
17 H -5.69901 1.37839 5.21819  0.0871
18 N -5.51670 3.71275 3.10363  0.1436
19 C 4.43237 6.89397 -3.33682  -0.0513
20 O -2.14218 4.04728 -2.09696  0.1826
21 C -5.20128 2.34333 5.29446  -0.0594
22 C -1.99318 -5.99048 -7.26432  -0.0728
23 C 0.46982 3.30532 -6.02494  -0.2184
24 H -3.33494 -10.48813 -6.62967  0.0871
25 N -6.32214 -4.24371 -3.85932  0.1418
26 C -0.30539 2.44086 7.84413  -0.2713
27 H 1.55487 4.16234 6.43195  0.0525
28 H -1.74376 -6.29263 -8.28013  0.0907
29 H -1.85168 -2.85386 4.51892  0.0747
30 H -3.97257 -0.81239 10.49447  0.0892
31 H -1.19227 -2.34008 6.06212  0.0829
32 H 3.57242 3.89373 -6.26863  0.0892
33 C -2.11994 -2.53119 5.52408  -0.1078
34 C -0.02195 -1.12860 -1.65393  -0.0904
35 H -3.36048 -2.65729 -6.04422  0.0428
36 H 0.70836 -1.86995 -1.97559  0.1302
37 C 2.82503 3.27370 -5.77087  -0.1170
38 O -2.38692 -1.21300 -1.53676  0.0639
39 H 0.12949 4.43682 -2.11657  0.0662
40 C -2.91914 -3.52913 6.21286  -0.2925
41 H -5.62400 2.87936 6.14214  0.0886
42 H -3.18365 1.51450 -0.06532  0.1016
43 N 0.25010 3.04150 8.64830  0.1340
44 H 0.47005 4.31400 -5.59672  0.1287
45 N -4.72231 -7.65488 -6.58865  0.1444
46 H 6.12524 -2.28314 2.41315  0.0281
47 C -5.37470 3.10819 4.06836  -0.2593
48 C 2.42770 0.26031 -0.54071  -0.1894
49 H 3.03087 0.30246 -2.61226  0.0618
50 H -2.37285 -1.52643 10.27436  0.0900
51 C -4.23525 -8.63106 -6.23466  -0.2627
52 H 4.78995 -1.37481 3.09804  0.0885
53 H 3.65232 7.48497 -2.85979  0.0843
54 H -0.20094 5.90243 0.59498  0.0924
55 H 0.86025 0.05202 -3.18005  0.1534
56 C -3.24478 3.37948 0.99841  -0.0885
57 H -3.81624 -2.44595 9.83620  0.0903
58 H -1.77633 1.74885 -5.50680  0.1327
59 H 3.31240 2.32574 -5.53014  0.0900
60 H -4.67330 -2.67458 -4.86282  0.0533
61 H -3.07642 -5.91610 -7.19241  0.0409
62 H -8.85634 -5.10499 -5.52558  0.0855
63 C 11.83376 -4.35753 5.57268  -0.2879
64 H -3.64914 2.79488 1.81595  0.0459
65 C 0.22735 1.81320 -0.30414  -0.3136
66 N -6.04406 -2.91505 -7.69591  0.1296
67 H 2.90574 0.98572 0.11678  0.1170
68 H 1.45458 5.75885 1.26950  0.0646
69 C 3.44284 -0.07373 -1.67429  -0.0627
70 H -2.19702 3.56854 1.25395  0.0590
71 H -1.85595 2.30411 6.43446  0.0760
72 C -3.37235 -1.45160 9.84971  -0.0443
73 H 5.25051 -4.94896 3.98130  0.0849
74 H -0.03960 -1.15021 -0.56859  0.1176
75 C -0.41226 1.11873 0.91549  -0.0726
76 H 1.93561 4.37272 -1.91910  0.0396
77 H 2.15077 -0.63621 0.00776  0.0690
78 C -1.03199 1.70766 6.82358  -0.0702
79 H -4.28462 2.63348 -0.80644  0.1189
80 H 0.71548 2.58622 -4.03424  0.0977
81 N -0.73422 1.20573 -2.33229  0.0620
82 H 6.69633 -5.86435 3.54751  0.0899
83 C 0.83959 4.18776 -0.10099  -0.3267
84 N 7.63905 -2.88673 3.98468  0.1444
85 C -5.27704 -3.00858 -6.84784  -0.2887
86 H 11.46294 -2.34593 5.07076  0.0834
87 C -1.36632 -4.72298 -6.92824  -0.2775
88 C -7.03403 -4.86176 -4.51279  -0.2670
89 H -2.73248 -9.66468 -5.18884  0.0835
90 C -4.30417 -3.13254 -5.77624  -0.1301
91 C 1.96764 5.15070 6.23994  -0.0624
92 C 5.30438 -1.61579 2.16853  -0.0662
93 H -3.77346 4.32612 0.94507  0.0769
94 Cl -1.48462 -2.51593 -3.56539  0.7533
95 C 1.89801 5.46839 4.82112  -0.2481
96 N 0.95935 2.94943 0.21713  0.1466
97 N 12.29176 -5.15300 6.25972  0.1248
98 C 1.24574 0.97302 -1.17977  -0.1986
99 H -4.31823 -10.43727 -5.16570  0.0868
100 C -0.15821 0.55884 3.34185  -0.6017
101 H -2.65441 -1.59007 5.44710  0.0414
102 C 0.55963 0.86138 2.05255  -0.0563
103 N 3.68414 -2.70151 0.44761  0.1410
104 C -3.31578 -0.90898 8.50365  -0.2305
105 H -7.46700 -5.87021 -6.30034  0.0759
106 H 1.72264 1.77972 -1.75026  0.1423
107 C -3.62252 -9.87010 -5.78110  -0.0604
108 H -0.37590 1.47146 5.99543  0.0456
109 H -2.93767 4.58223 -1.98809  0.1384
110 H 1.21686 1.70285 2.25207  0.1329
111 N -3.27268 -0.47980 7.44032  0.1485
112 C 0.56017 5.21271 0.95962  -0.0425
113 H 5.73230 -0.69284 1.77947  0.0891
114 H 11.63848 -3.42721 3.69388  0.0825
115 C 4.39468 -2.21735 1.20773  -0.2636
116 H 1.39924 5.86689 6.82997  0.0893
117 H -0.25282 3.23029 -6.83611  0.1315
118 C 4.25819 5.48098 -3.04115  -0.2620
119 H 0.62929 1.30700 -5.21951  0.1323
120 H 0.99944 5.80827 -1.48453  0.0859
121 H -1.22537 1.75433 1.26767  0.1022
122 H -1.45319 0.77481 7.18789  0.0343
123 F -0.97234 1.58089 3.68824  0.1252
124 N 4.12036 4.36576 -2.80965  0.1439
125 N -0.88018 -3.72535 -6.63767  0.1235
126 O 1.72704 3.08769 -6.63755  -0.1790
127 H -4.14534 2.16737 5.49326  0.0588
128 H -1.39465 0.14767 -3.97727  0.0982
129 C -7.93216 -5.64926 -5.34085  -0.0640
130 B -2.14637 2.96531 -1.28580  -0.4406
131 H -1.75283 3.11187 -4.40783  0.1127
132 C -1.39058 -1.55355 -2.10461  -0.8089
133 C 0.19101 2.26860 -4.94403  -0.1758
134 H 4.38647 0.44160 -1.52478  0.0787
135 C -3.30750 2.57111 -0.32265  -0.1194
136 C -1.59872 1.11706 -3.52680  -0.0938
137 H 10.16415 -3.45980 4.65704  0.0426
138 C 0.99201 4.71899 -1.50921  -0.0076
139 H -4.10260 -4.17925 -5.55737  0.0634
140 C 0.39480 0.25345 -2.22115  -0.1673
141 H 2.99635 5.16055 6.59490  0.0886
142 H 4.38724 7.06854 -4.41045  0.0877
143 C 11.24579 -3.34831 4.70624  -0.0776
144 H -0.87202 0.17311 0.62133  0.1229
145 F 0.75854 0.44563 4.33919  0.1095

***

# 2
C5H13N2O | ωB97M-V/def2-TZVPD

The calculation puts the energy relative to the best compared isomer or geometry (same formula, charge and spin) at 243.28 kJ/mol. The value obtained for the total energy is -10415.674 eV. Its multiplicity is 1. Its LUMO energy is -3.749 eV. The max |F| is 1.49 eV Å⁻¹. The charge is +1.

Last column: Löwdin charge in e.
Geometry (Å):
1 H 2.54852 -0.96521 -1.17061  0.1321
2 C 0.82125 0.15345 -0.72130  -0.0454
3 H -2.65290 -0.62062 0.68017  0.1284
4 H -0.26698 0.84735 1.73717  0.1489
5 C 1.87675 -0.17105 -1.44706  -0.0803
6 H -1.88253 0.27459 -0.50891  0.1116
7 H -1.24916 -0.50145 3.24482  0.0733
8 C -1.96416 0.23549 0.59474  -0.2556
9 H 3.14405 1.24257 -2.26479  0.1780
10 H -0.07255 -1.61492 -0.01262  0.1374
11 C -0.66013 -0.08173 1.31735  -0.3856
12 N -0.83502 -0.97640 2.47426  0.0515
13 H 1.21259 -1.16032 1.03513  0.1271
14 O -2.47380 1.41149 1.16441  -0.0322
15 N 2.36070 0.66644 -2.59728  0.2050
16 H 1.58676 1.26311 -2.90909  0.1749
17 H -1.37351 -1.78709 2.18817  0.0810
18 H 0.16205 0.99023 -0.91379  0.1254
19 C 0.41739 -0.73314 0.43145  -0.1421
20 H 2.71173 0.03771 -3.32227  0.1724
21 H -3.41107 1.48949 1.00007  0.0943

***

# 3
C21H26N2O3S | ωB97M-V/def2-TZVPD

The calculation puts the energy relative to the best compared isomer or geometry (same formula, charge and spin) at 177.92 kJ/mol. The value obtained for the total energy is -42157.265 eV. Its multiplicity is 1. Its LUMO energy is 0.698 eV. The max |F| is 1.09 eV Å⁻¹. The charge is 0.

Last column: Löwdin charge in e.
Geometry (Å):
1 H 5.63934 -1.34120 0.83621  0.1096
2 C 3.34530 -2.54239 0.02720  -0.1712
3 H 2.45850 -2.39109 -1.93148  0.1287
4 H -3.11533 -3.58837 1.34605  0.1160
5 H 3.75825 -2.42449 2.13115  0.1084
6 H -0.94965 -2.41366 1.32094  0.1137
7 H -3.17622 4.86927 -0.51188  0.1047
8 H -4.19163 2.97390 0.69416  0.1065
9 C -1.19921 4.05408 -0.46453  -0.0569
10 H 4.16253 0.85270 -1.80140  0.1208
11 H -2.74954 1.07228 1.42911  0.1166
12 C -2.46015 -0.81859 -1.23607  -0.0164
13 C 4.08711 -0.01506 -1.14091  -0.1306
14 C 4.76682 -0.78526 1.19372  -0.2031
15 N -0.21647 -0.50430 -0.27193  -0.1779
16 H 4.30806 -2.76264 -0.43896  0.1041
17 C -2.34281 1.91643 0.89467  -0.0581
18 O 2.04680 1.65340 -1.62241  0.0456
19 H -0.24666 0.93654 -1.82961  0.1233
20 O 1.37126 0.84697 1.14427  -0.2561
21 C -5.24180 -3.21246 -0.28310  -0.0513
22 C 2.40759 -1.85657 -0.97014  -0.1471
23 H 2.68027 -1.15407 1.54283  0.0966
24 C 3.57382 -1.73308 1.30588  -0.1894
25 H 3.68647 1.00014 0.68649  0.0996
26 C 0.30586 0.04193 -1.50861  -0.0950
27 S -0.01806 0.51513 1.06515  0.7107
28 C -3.67245 -1.48561 -1.22196  -0.0381
29 C -3.93196 -2.48482 -0.29499  -0.2805
30 C 1.77201 0.48492 -1.40115  -0.4715
31 H 0.21464 -0.72362 -2.28619  0.1472
32 H 5.39274 1.02098 0.21212  0.1129
33 C -2.93460 -2.81080 0.61832  -0.0283
34 H 5.00617 -0.40076 2.18703  0.1085
35 C -2.55835 4.04298 -0.19245  -0.0732
36 N 2.70430 -0.45635 -1.19118  -0.0421
37 C -1.71570 -2.16318 0.60612  -0.0152
38 C -1.47080 -1.15219 -0.31856  -0.2841
39 C -0.98888 1.94543 0.62039  -0.2626
40 C 4.49723 0.39949 0.27265  -0.1665
41 H -0.75836 4.88312 -0.99645  0.1094
42 H 1.39244 -1.93546 -0.58305  0.1059
43 H -4.43107 -1.21358 -1.94204  0.1113
44 O -0.60866 -0.13518 2.19508  -0.2618
45 H 4.72628 -0.81168 -1.52616  0.1272
46 H 2.88531 -3.50169 0.27530  0.1107
47 C -0.40153 2.99481 -0.05922  -0.0505
48 C -3.13245 2.97814 0.48610  -0.0657
49 H 0.65642 2.96534 -0.27077  0.1033
50 H -5.12070 -4.20859 -0.70926  0.0842
51 H -2.29424 -0.03577 -1.96046  0.1138
52 H -5.60689 -3.32888 0.73521  0.0796
53 H -5.98859 -2.68053 -0.86705  0.0742

***

# 4
C6H14O2 | ωB97M-V/def2-TZVPD

The calculation puts the energy relative to the best compared isomer or geometry (same formula, charge and spin) at 260.25 kJ/mol. The value obtained for the total energy is -10541.919 eV. Its multiplicity is 1. Its LUMO energy is 0.696 eV. The max |F| is 3.26 eV Å⁻¹. The charge is 0.

Last column: Löwdin charge in e.
Geometry (Å):
1 H 0.56509 -2.79994 1.17684  0.0555
2 H -2.86785 2.07640 -0.99673  0.0592
3 H 2.17753 -0.50743 -1.39272  0.1033
4 H 0.23034 -0.18807 2.89241  0.0477
5 H 2.13865 -2.08534 0.81851  0.0639
6 O 0.03127 0.65589 2.46747  -0.0596
7 C 1.07268 -2.04706 0.59728  0.0179
8 C 1.09430 -0.48440 -1.36119  -0.1547
9 H -1.36252 -0.49884 -1.06981  0.0421
10 C 1.09129 1.66262 0.06966  -0.0124
11 H -0.82915 0.53219 2.06687  0.0241
12 C 0.80620 1.04285 -1.04901  -0.1774
13 H -1.56907 1.60959 -0.37016  0.0061
14 O -2.45908 1.29929 -0.57364  -0.0679
15 H 0.81718 2.68831 0.24279  0.0648
16 C -1.09612 -1.32138 -0.42002  -0.0574
17 H 0.33105 1.40385 -1.95784  0.0942
18 H 1.55307 1.11141 0.87071  0.0558
19 H -1.49623 -2.33470 -0.54021  0.0897
20 H 0.80210 -0.75607 -2.37609  0.1092
21 H -1.62596 -0.89111 0.43992  0.0636
22 C 0.42679 -1.37776 -0.34187  -0.3678